One molecule with the formula C14H16N2O3S at a distorted geometry, computed with wB97M-V/def2-TZVPD.

CARTESIAN COORDINATES (ANGSTROEM)
N -1.14761 -2.96291 0.71586
C -0.54996 -2.00629 0.48983
C 0.06449 -0.78240 0.21115
C -0.66075 0.38909 0.28877
N -1.97880 0.47912 0.67315
C -2.72221 1.60778 0.49408
O -2.22456 2.64309 0.11138
C -4.19454 1.40377 0.79220
C -4.88678 0.69267 -0.37887
C -4.40270 -0.71379 -0.65757
O -4.29876 -1.19102 -1.75158
O -4.11848 -1.40684 0.45965
S 0.25503 1.76095 -0.17713
C 1.65189 0.74827 -0.46698
C 1.40991 -0.56667 -0.22480
C 2.37071 -1.71052 -0.36067
C 3.85293 -1.32028 -0.32037
C 4.13481 -0.20603 0.69072
C 4.06357 1.19629 0.07544
C 2.92324 1.36431 -0.93914
H -2.42415 -0.37451 0.99005
H -4.31189 0.81944 1.70549
H -4.65342 2.38302 0.92870
H -4.77065 1.26919 -1.29804
H -5.95620 0.61661 -0.16342
H -3.82315 -2.30870 0.24400
H 2.15664 -2.24647 -1.29153
H 2.16385 -2.40762 0.45730
H 4.42238 -2.21197 -0.05093
H 4.19390 -1.01237 -1.30866
H 5.12984 -0.33846 1.11968
H 3.41792 -0.28464 1.51014
H 5.00357 1.41991 -0.43297
H 3.94200 1.92468 0.87933
H 3.20752 0.90621 -1.88983
H 2.76042 2.42711 -1.12446

Results
E_LUMO (eV): 0.55
Frontier orbital gap (eV): 8.826
E_tot (Ha): -1276.555174

Atomic partial charges in e from the natural (NBO) method, atoms 1 to 2: -0.3578 0.2833